Entry 1:
C4H5N3OS | ωB97M-V with the def2-TZVPD basis set

Element x y z (Å)
C1 -2.7126 -0.0854 -0.3495
C2 -2.3235 0.6158 0.8243
C3 -1.4656 -0.5640 -0.8528
C4 2.4396 0.7730 -0.2583
N1 -0.9753 0.3840 0.9859
N2 -0.4622 -0.3387 -0.0313
N3 3.1875 -0.1349 0.0172
O1 1.7259 1.6609 -0.2116
S1 4.0366 -1.2741 -0.8239
H1 -3.7524 -0.2577 -0.8177
H2 -2.8387 1.3108 1.5457
H3 -1.3154 -1.0905 -1.8290
H4 -0.3716 0.6955 1.7228
H5 4.8276 -1.6947 0.0782

Properties
- Energy above the lowest of the compared OMol25 structures with the same formula, charge and spin: 271.1 kJ/mol
- 2S+1: 1
- SMILES: c1cn[nH]c1.O=C=NS
- HOMO-LUMO gap: 9.493 eV

=====

Entry 2:
C4H5N3S | ωB97M-V with the def2-TZVPD basis set

Element x y z (Å)
C1 1.5832 1.1170 1.0419
C2 0.6495 0.3759 0.4987
C3 -1.4831 0.0028 -0.6170
C4 0.8902 -1.0172 0.1368
H1 2.6981 0.8050 1.0569
H2 1.4873 2.0731 1.2535
H3 -0.9781 1.8082 0.1256
H4 -1.9798 -1.8686 -1.1826
H5 1.8896 -1.7261 0.0683
N1 -0.7380 0.8144 0.2831
N2 -1.1491 -1.2141 -0.8543
N3 0.0783 -1.6732 -0.5674
S1 -2.9480 0.5029 -1.2436

Properties
- Energy above the lowest of the compared OMol25 structures with the same formula, charge and spin: 296.2 kJ/mol
- 2S+1: 1
- SMILES: C=C1C=NNC(=S)N1
- HOMO-LUMO gap: 8.645 eV

=====

Entry 3:
C4H5N3S | ωB97M-V with the def2-TZVPD basis set

Element x y z (Å)
C1 -0.7929 -0.8938 -1.6427
C2 -0.4729 -0.4789 -0.4196
C3 -0.1047 0.0064 1.9624
C4 1.3432 1.1848 -0.9281
H1 -0.2970 -0.4984 -2.5106
H2 -1.5997 -1.6207 -1.7600
H3 -0.0922 0.0915 3.0377
H4 1.9914 1.8652 -0.3528
H5 2.0000 1.6874 -2.6060
N1 0.6972 0.7130 1.2627
N2 0.5159 0.4706 -0.0743
N3 1.3177 1.0685 -2.1943
S1 -1.2221 -1.0125 1.0876

Properties
- Energy above the lowest of the compared OMol25 structures with the same formula, charge and spin: 184.1 kJ/mol
- 2S+1: 1
- SMILES: [H]/N=C/N1N=CSC1=C
- HOMO-LUMO gap: 8.623 eV

=====

Entry 4:
C4H5NO | ωB97M-V with the def2-TZVPD basis set

Element x y z (Å)
C1 0.2590 0.7010 1.5731
C2 0.1040 0.4227 0.1300
C3 0.9267 -0.1653 -0.9099
C4 -1.0504 -0.8045 -1.4253
H1 0.6339 -0.2264 2.1860
H2 1.0319 1.6511 1.7542
H3 -1.0231 1.0276 1.5276
H4 1.9840 -0.3916 -0.9560
H5 -1.8623 -1.3531 -1.7423
N1 0.1545 -0.7504 -1.8794
O1 -1.1583 -0.1109 -0.2579

Properties
- Energy above the lowest of the compared OMol25 structures with the same formula, charge and spin: 271.5 kJ/mol
- 2S+1: 1
- SMILES: Cc1cnco1
- HOMO-LUMO gap: 9.638 eV

=====

Entry 5:
C4H5NO | ωB97M-V with the def2-TZVPD basis set

Element x y z (Å)
C1 1.3399 0.1189 0.9871
C2 -0.0886 0.0483 0.7850
C3 -1.3378 0.1987 0.5593
N1 -1.3804 0.4720 -0.8282
C4 -0.6618 -0.2731 -1.6876
O1 0.2967 -1.0101 -1.4513
H1 1.7160 1.1372 0.8413
H2 1.5373 -0.1703 2.0288
H3 1.8446 -0.5773 0.3133
H4 -2.2331 0.1993 1.1710
H5 -1.0328 -0.1436 -2.7188

Properties
- Energy above the lowest of the compared OMol25 structures with the same formula, charge and spin: 386.5 kJ/mol
- 2S+1: 1
- HOMO-LUMO gap (spin up / spin down): 8.201 / 8.201 eV

=====

Entry 6:
C4H5NO | ωB97M-V with the def2-TZVPD basis set

Element x y z (Å)
C1 0.3326 -0.6887 -0.3500
C2 -0.9015 -0.1825 -0.8931
C3 -1.1365 0.9847 -0.1360
C4 -0.1786 1.0151 0.8964
H1 1.6498 -2.2819 -0.1116
H2 -1.2398 -0.6767 -1.7889
H3 -1.8434 1.8542 -0.3459
H4 0.0661 1.8017 1.5829
H5 1.5340 -0.0953 1.1930
N1 0.7405 0.0766 0.6802
O1 0.9766 -1.8074 -0.7270

Properties
- Energy above the lowest of the compared OMol25 structures with the same formula, charge and spin: 121.1 kJ/mol
- 2S+1: 1
- SMILES: Oc1ccc[nH]1
- HOMO-LUMO gap: 7.861 eV

=====

Entry 7:
C4H5NO | ωB97M-V with the def2-TZVPD basis set

Element x y z (Å)
C1 2.2584 -0.5866 0.0695
C2 -1.1348 0.9679 0.2790
C3 -1.7635 -0.1914 -0.3814
C4 -0.0119 0.2400 -0.3853
N1 1.1348 -0.0016 -0.0189
O1 -1.7008 -1.2890 0.2107
H1 3.2276 -0.3320 -0.2980
H2 2.3325 -1.5337 0.6325
H3 -1.2670 1.9256 -0.0097
H4 -0.8212 0.9606 1.3058
H5 -2.2541 -0.1598 -1.4042

Properties
- Energy above the lowest of the compared OMol25 structures with the same formula, charge and spin: 466.0 kJ/mol
- 2S+1: 1
- HOMO-LUMO gap (spin up / spin down): 8.622 / 8.622 eV

=====

Entry 8:
C4H5NO | ωB97M-V with the def2-TZVPD basis set

Element x y z (Å)
O1 2.0505 0.6091 -0.1668
C1 0.8085 0.1382 -0.0160
C2 0.3279 -1.1591 0.1486
C3 -1.0574 -1.1577 0.4134
C4 -1.4158 0.2410 0.1206
N1 -0.2052 1.0166 -0.0264
H1 2.6718 -0.1319 -0.1627
H2 0.9513 -2.0458 0.1393
H3 -1.7627 -0.3055 -0.8089
H4 -2.2682 0.7858 0.5305
H5 -0.1007 2.0093 -0.1716

Properties
- Energy above the lowest of the compared OMol25 structures with the same formula, charge and spin: 292.4 kJ/mol
- 2S+1: 1
- HOMO-LUMO gap: 8.459 eV

=====

Entry 9:
C4H5NO | ωB97M-V with the def2-TZVPD basis set

Element x y z (Å)
C1 -0.9574 1.6547 0.2586
C2 -0.1205 0.4261 -0.1083
N1 -0.2489 -0.5736 0.7412
C3 0.4725 -1.6042 0.2464
C4 1.1081 -1.4994 -0.9250
O1 0.6630 0.2498 -1.1428
H1 -0.8933 2.5143 -0.4094
H2 -0.6679 1.9671 1.2719
H3 -2.0086 1.3491 0.3651
H4 0.5331 -2.5434 0.7817
H5 2.1198 -1.9406 -1.0794

Properties
- Energy above the lowest of the compared OMol25 structures with the same formula, charge and spin: 230.8 kJ/mol
- 2S+1: 1
- HOMO-LUMO gap: 10.033 eV

=====

Entry 10:
C4H5NO | ωB97M-V with the def2-TZVPD basis set

Element x y z (Å)
N1 1.9024 -0.0623 -0.0171
C1 0.5544 0.1349 0.3210
C2 0.0651 1.0586 1.2003
O1 -1.4337 0.8708 0.9648
C3 -1.7128 0.0407 0.0552
C4 -0.5052 -0.4187 -0.6031
H1 2.4810 0.6331 0.4389
H2 2.2325 -0.9897 0.2311
H3 -0.3457 0.3408 -1.3872
H4 -2.7564 -0.2091 -0.1208
H5 -0.4817 -1.3990 -1.0830

Properties
- Energy above the lowest of the compared OMol25 structures with the same formula, charge and spin: 411.2 kJ/mol
- 2S+1: 1
- HOMO-LUMO gap (spin up / spin down): 8.020 / 8.019 eV

=====

Entry 11:
C4H5NO | ωB97M-V with the def2-TZVPD basis set

Element x y z (Å)
C1 -1.5530 0.5938 -0.3587
C2 -0.6195 0.4295 0.8061
O1 -0.8417 -0.1495 1.8320
C3 1.9661 -0.9826 -0.2621
C4 1.3911 0.1101 0.1558
N1 0.6906 1.0285 0.5728
H1 -2.3978 -0.0893 -0.2452
H2 -1.0151 0.3825 -1.2898
H3 -1.8797 1.6384 -0.3767
H4 1.9343 -1.2691 -1.3048
H5 2.3248 -1.6924 0.4706

Properties
- Energy above the lowest of the compared OMol25 structures with the same formula, charge and spin: 147.7 kJ/mol
- 2S+1: 1
- SMILES: C=C=NC(C)=O
- HOMO-LUMO gap: 10.355 eV

=====

Entry 12:
C4H5NO | ωB97M-V with the def2-TZVPD basis set

Element x y z (Å)
O1 2.1389 0.9334 -0.2842
C1 1.0299 0.0930 0.0577
C2 0.1225 -1.3961 -0.1724
C3 -1.1907 -0.9082 -0.0749
C4 -1.2373 0.4488 0.0150
N1 0.0068 0.9718 0.0426
H1 3.0347 0.7257 0.0147
H2 0.1190 -2.4529 0.2274
H3 -2.1240 -1.4637 0.0426
H4 -2.0736 1.0853 0.2199
H5 0.1738 1.9629 -0.0883

Properties
- Energy above the lowest of the compared OMol25 structures with the same formula, charge and spin: 323.0 kJ/mol
- 2S+1: 1
- SMILES: Oc1ccc[nH]1
- HOMO-LUMO gap: 8.177 eV

=====

Entry 13:
C4H5NO | ωB97M-V with the def2-TZVPD basis set

Element x y z (Å)
C1 0.3277 -1.3717 0.1299
C2 -0.2251 0.0694 0.1645
C3 0.6924 1.1822 -0.1107
O1 -0.2385 0.8580 -1.1047
C4 -1.6082 0.5309 0.3937
N1 -2.6821 0.9674 0.3352
H1 -0.1935 -1.9052 -0.6606
H2 1.4034 -1.3815 -0.1165
H3 0.2332 -1.9700 1.0488
H4 0.6384 2.1072 0.4542
H5 1.6522 0.9132 -0.5339

Properties
- Energy above the lowest of the compared OMol25 structures with the same formula, charge and spin: 262.6 kJ/mol
- 2S+1: 1
- SMILES: C[C@@]1(C#N)CO1
- HOMO-LUMO gap: 11.237 eV

=====

Entry 14:
C4H5NO | ωB97M-V with the def2-TZVPD basis set

Element x y z (Å)
O1 -0.8380 -0.7573 1.1286
C1 -0.0802 0.1545 0.3315
C2 -0.2581 -0.3665 -1.0624
C3 1.0872 -0.4914 -0.4013
C4 -0.0739 1.5178 0.7978
N1 -0.1288 2.5852 1.2391
H1 -1.7511 -0.4465 1.2480
H2 -0.9272 -1.1016 -0.5647
H3 -0.3867 0.2255 -1.9705
H4 1.4147 -1.4611 -0.0483
H5 1.9422 0.1412 -0.6977

Properties
- Energy above the lowest of the compared OMol25 structures with the same formula, charge and spin: 245.7 kJ/mol
- 2S+1: 1
- SMILES: N#CC1(O)CC1
- HOMO-LUMO gap: 11.194 eV

=====

Entry 15:
C4H5NO | ωB97M-V with the def2-TZVPD basis set

Element x y z (Å)
N1 -0.5002 -0.7960 -1.2646
C1 -0.1086 -0.3568 0.0102
C2 0.0990 -1.6796 0.6662
O1 -1.0638 0.4180 0.8899
C3 -0.1163 1.4160 0.8689
C4 0.7938 0.8619 0.0715
H1 -1.2875 -1.4284 -1.2741
H2 -0.4981 -0.1140 -2.0111
H3 1.1710 -1.7675 0.9317
H4 -0.2483 2.3250 1.4447
H5 1.7590 1.1215 -0.3334

Properties
- Energy above the lowest of the compared OMol25 structures with the same formula, charge and spin: 569.5 kJ/mol
- 2S+1: 1
- HOMO-LUMO gap: 8.163 eV

=====

Entry 16:
C4H5NO | ωB97M-V with the def2-TZVPD basis set

Element x y z (Å)
C1 0.6006 1.2452 0.0182
C2 0.9014 -0.2558 -0.1195
C3 -0.3230 -1.0999 0.2769
C4 -1.6502 -0.5985 -0.2597
H1 1.5881 1.6258 0.2242
H2 0.4317 1.4502 -1.1628
H3 -0.4504 1.5883 0.6506
H4 -0.0760 -2.1909 -0.0152
H5 -0.3338 -0.9328 1.4082
N1 -2.6294 0.0074 -0.4727
O1 1.9411 -0.8390 -0.5482

Properties
- Energy above the lowest of the compared OMol25 structures with the same formula, charge and spin: 180.9 kJ/mol
- 2S+1: 1
- SMILES: CC(=O)CC#N
- HOMO-LUMO gap: 10.917 eV

=====

Entry 17:
C4H5NO | ωB97M-V with the def2-TZVPD basis set

Element x y z (Å)
C1 1.6549 0.1025 -0.0388
C2 0.3326 0.1037 0.0288
C3 -0.6429 -1.0485 0.0364
C4 -0.5993 1.2373 0.0469
H1 2.2554 1.0069 -0.0795
H2 2.1859 -0.8107 -0.0980
H3 -0.5398 -1.5834 0.9632
H4 -0.5428 -1.7245 -0.8388
H5 -0.3274 2.2709 0.0665
N1 -1.8227 0.9095 -0.0520
O1 -1.9539 -0.4639 -0.0346

Properties
- Energy above the lowest of the compared OMol25 structures with the same formula, charge and spin: 237.7 kJ/mol
- 2S+1: 1
- SMILES: C=C1C=NOC1
- HOMO-LUMO gap: 9.656 eV

=====

Entry 18:
C4H5NO | ωB97M-V with the def2-TZVPD basis set

Element x y z (Å)
N1 1.2077 0.1323 1.7037
C1 0.9137 -0.9672 1.1496
O1 0.2129 -1.0275 0.0155
C2 -0.1590 0.2560 -0.4632
C3 -1.0570 0.0893 -1.6068
C4 -2.2305 0.2841 -1.7786
H1 1.7614 -0.0272 2.5383
H2 1.1672 -1.9777 1.4737
H3 0.7057 0.8845 -0.6584
H4 -0.7654 0.7531 0.3029
H5 -3.2493 0.5194 -1.6216

Properties
- Energy above the lowest of the compared OMol25 structures with the same formula, charge and spin: 327.4 kJ/mol
- 2S+1: 1
- SMILES: [H]/N=C/OCC#C
- HOMO-LUMO gap: 10.783 eV

=====

Entry 19:
C4H5NO | ωB97M-V with the def2-TZVPD basis set

Element x y z (Å)
C1 -1.8479 -0.1932 0.1636
C2 -0.5272 -0.7790 0.3718
N1 0.4650 -1.3578 0.4989
O1 1.5554 -1.8841 0.6110
C3 2.1590 0.6882 -0.3623
C4 1.3038 1.4933 -0.6244
H1 -2.5529 -0.9989 -0.0553
H2 -2.1825 0.3405 1.0574
H3 -1.8413 0.5053 -0.6790
H4 2.8373 -0.0951 -0.0962
H5 0.6314 2.2809 -0.8855

Properties
- Energy above the lowest of the compared OMol25 structures with the same formula, charge and spin: 480.9 kJ/mol
- 2S+1: 1
- SMILES: CC#[N+][O-].C#C
- HOMO-LUMO gap: 10.222 eV

=====

Entry 20:
C4H5NO | ωB97M-V with the def2-TZVPD basis set

Element x y z (Å)
O1 0.7500 -1.3721 1.1362
C1 -0.3959 -1.5004 0.7533
N1 -0.9526 -0.7607 -0.2527
C2 -0.2545 0.3902 -0.7343
C3 -1.0039 1.7731 -0.0531
C4 0.1301 1.7452 0.4839
H1 -1.0906 -2.2493 1.1716
H2 -1.9605 -0.7471 -0.3263
H3 0.8125 0.1572 -0.6388
H4 -0.4437 0.5788 -1.7896
H5 1.0597 1.7341 1.0209

Properties
- Energy above the lowest of the compared OMol25 structures with the same formula, charge and spin: 391.7 kJ/mol
- 2S+1: 1
- HOMO-LUMO gap: 10.957 eV